This record from the OMol25 dataset describes a cluster of 9 separate species, C36H99N9O9 in total. The level of theory is ωB97M-V/def2-TZVPD.

Geometry (Å):
1 C 6.4872 -9.4864 -3.8521
2 C 7.8398 -9.5213 -4.5021
3 C 8.7541 -10.3354 -3.5789
4 O 9.1237 -9.5408 -2.3872
5 C 9.0338 -10.2497 -1.2110
6 N 7.8010 -10.1753 -5.7720
7 H 6.5765 -8.9751 -2.8936
8 H 6.1674 -10.4638 -3.4908
9 H 5.8354 -8.8885 -4.4890
10 H 8.2402 -8.5077 -4.5237
11 H 9.6752 -10.5538 -4.1192
12 H 8.3992 -11.3438 -3.3663
13 H 9.8134 -11.0114 -1.1974
14 H 8.1256 -10.8244 -1.0295
15 H 9.1799 -9.5972 -0.3501
16 H 8.7444 -10.3976 -6.0560
17 H 7.4302 -11.0645 -5.4687
18 C 11.1430 -2.6283 -1.8937
19 C 11.1679 -1.0658 -1.7252
20 C 11.1328 -0.4948 -0.2837
21 O 9.9264 -0.7005 0.4513
22 C 8.7343 0.0009 -0.0006
23 N 12.3771 -0.6448 -2.3672
24 H 11.8543 -3.0961 -1.2130
25 H 11.3587 -2.9631 -2.9083
26 H 10.1757 -3.0621 -1.6403
27 H 10.3810 -0.6258 -2.3379
28 H 11.2860 0.5826 -0.3443
29 H 11.8929 -0.9265 0.3675
30 H 9.0918 0.9326 -0.4391
31 H 8.0230 0.0922 0.8202
32 H 8.2247 -0.5784 -0.7705
33 H 13.2451 -0.8050 -1.8762
34 H 12.2814 0.3561 -2.4620
35 C 9.0277 -5.6660 -3.3227
36 C 9.1442 -5.9138 -1.8128
37 C 7.8979 -6.4281 -1.0959
38 O 6.7317 -5.6784 -1.3842
39 C 6.3911 -4.7534 -0.4091
40 N 10.2956 -6.7672 -1.6085
41 H 9.9791 -5.3212 -3.7278
42 H 8.2522 -4.9003 -3.3442
43 H 8.6420 -6.5645 -3.8044
44 H 9.4155 -5.0318 -1.2326
45 H 7.9969 -6.7426 -0.0569
46 H 7.6531 -7.3469 -1.6289
47 H 7.0012 -3.8859 -0.6605
48 H 6.6108 -5.0468 0.6174
49 H 5.3659 -4.3835 -0.3905
50 H 10.0819 -7.7529 -1.6606
51 H 10.9812 -6.7196 -2.3486
52 C 1.6150 1.5588 2.4597
53 C 2.8764 1.2571 3.2784
54 C 4.0097 0.6705 2.5598
55 O 4.0104 -0.7468 2.4418
56 C 5.1046 -1.3097 1.5082
57 N 3.1678 2.5899 3.8340
58 H 1.8570 2.1140 1.5535
59 H 0.7628 2.0374 2.9421
60 H 1.2791 0.6270 2.0048
61 H 2.5631 0.5376 4.0348
62 H 4.9344 0.9118 3.0840
63 H 4.0683 1.2104 1.6147
64 H 4.8872 -1.1730 0.4488
65 H 5.1845 -2.3919 1.6105
66 H 6.0780 -0.9272 1.8153
67 H 4.0931 2.6368 4.2362
68 H 3.2084 3.3745 3.1993
69 C 7.4838 -2.1211 -4.1762
70 C 8.1668 -1.0597 -4.9908
71 C 9.4693 -1.6031 -5.6272
72 O 10.0806 -0.5613 -6.4165
73 C 11.2007 -1.0378 -7.2112
74 N 7.2298 -0.4813 -5.9333
75 H 6.8110 -1.7313 -3.4124
76 H 8.2313 -2.7139 -3.6491
77 H 6.9884 -2.8035 -4.8669
78 H 8.4767 -0.2619 -4.3158
79 H 9.3020 -2.4606 -6.2789
80 H 10.2430 -1.8888 -4.9146
81 H 10.7839 -1.4600 -8.1256
82 H 11.7024 -1.8296 -6.6549
83 H 11.9944 -0.3798 -7.5653
84 H 6.7941 -1.2026 -6.4900
85 H 7.6482 0.1576 -6.5944
86 C 7.6272 -6.5337 -7.5625
87 C 9.1017 -6.8542 -7.9305
88 C 10.1186 -7.0163 -6.8305
89 O 11.4397 -7.0864 -7.4334
90 C 12.5577 -6.7571 -6.5596
91 N 9.0325 -8.0634 -8.7318
92 H 7.1072 -6.3014 -8.4919
93 H 7.6367 -5.7198 -6.8376
94 H 7.0563 -7.2139 -6.9304
95 H 9.5028 -6.0374 -8.5305
96 H 9.8999 -7.8220 -6.1296
97 H 10.1614 -6.1648 -6.1514
98 H 12.5443 -7.4235 -5.6972
99 H 12.5099 -5.7139 -6.2472
100 H 13.3594 -6.8633 -7.2904
101 H 8.5374 -8.6400 -8.0666
102 H 9.9850 -8.3524 -8.5609
103 C 13.5428 -9.2759 -3.0512
104 C 14.4360 -8.8062 -1.8616
105 C 14.6910 -7.2458 -1.9005
106 O 15.3158 -6.7350 -0.7568
107 C 15.7615 -5.4644 -0.7074
108 N 13.8541 -9.1268 -0.6032
109 H 13.9833 -9.2216 -4.0468
110 H 12.7159 -8.5783 -3.1846
111 H 13.2042 -10.2616 -2.7322
112 H 15.3682 -9.3563 -1.9899
113 H 13.7875 -6.7226 -2.2134
114 H 15.3466 -7.2067 -2.7704
115 H 16.2859 -5.2764 -1.6443
116 H 16.3718 -5.4099 0.1942
117 H 14.8413 -4.9030 -0.5456
118 H 12.9213 -8.7740 -0.7629
119 H 14.2959 -8.4701 0.0242
120 C 7.7340 -9.0091 1.9926
121 C 9.2508 -8.9475 2.3606
122 C 9.8857 -7.5315 2.2219
123 O 11.2737 -7.5927 2.3078
124 C 11.9899 -6.4203 1.9186
125 N 9.3376 -9.4209 3.7279
126 H 7.2152 -9.9671 1.9599
127 H 7.7753 -8.6811 0.9540
128 H 7.2274 -8.3296 2.6780
129 H 9.7469 -9.7221 1.7759
130 H 9.4557 -6.9532 3.0397
131 H 9.5687 -6.9596 1.3498
132 H 11.9126 -6.1614 0.8626
133 H 13.0370 -6.3989 2.2208
134 H 11.5836 -5.5339 2.4058
135 H 9.1714 -8.5944 4.2840
136 H 10.2964 -9.6944 3.8890
137 C 0.1439 -4.9880 2.7022
138 C 0.0790 -5.5894 1.3049
139 C 1.4351 -6.1588 0.9411
140 O 1.4156 -6.5616 -0.4380
141 C 2.7098 -7.0773 -0.7584
142 N -0.9821 -6.6780 1.3262
143 H -0.8682 -4.7468 3.0271
144 H 0.8725 -4.1798 2.7665
145 H 0.6153 -5.6974 3.3824
146 H -0.0507 -4.7893 0.5762
147 H 1.5838 -7.1067 1.4582
148 H 2.1028 -5.3318 1.1829
149 H 2.6580 -7.5877 -1.7201
150 H 3.0932 -7.9198 -0.1829
151 H 3.4768 -6.3037 -0.7942
152 H -0.7033 -7.4237 0.7048
153 H -1.8224 -6.3596 0.8651

Computed properties:
maximum force: 0.091 hartree/bohr
multiplicity: 2
net charge: -1
energy relative to the best compared isomer or geometry (same formula, charge and spin): 277.7 kJ/mol

---

This record from the OMol25 dataset describes a cluster of 21 separate species, C37H103F14NO22P in total. The level of theory is ωB97M-V/def2-TZVPD.

Geometry (Å):
1 C 6.7966 -0.8507 2.4958
2 O 6.5842 -2.2765 2.3560
3 C 6.3395 -2.9250 3.6176
4 C 5.3449 -4.1806 3.5366
5 C 5.1920 -4.8246 2.0725
6 P 3.4876 -4.5654 1.2796
7 C 2.0579 -5.0857 2.4373
8 C 0.6353 -4.8407 1.6684
9 C -0.3504 -4.1463 2.7105
10 F -0.4343 -5.0532 3.8294
11 F 0.2209 -2.9530 3.2656
12 C -1.8535 -3.9488 2.2026
13 F -2.2460 -5.2095 1.6413
14 F -2.6389 -3.7300 3.3766
15 C -2.0574 -2.8236 1.0897
16 F -1.5671 -1.5574 1.5325
17 F -1.2589 -3.1303 -0.0622
18 C -3.5708 -2.6970 0.5332
19 F -4.5137 -3.4627 1.2455
20 F -3.5756 -3.2179 -0.8116
21 C -4.1189 -1.1863 0.4394
22 F -5.3759 -1.2538 -0.2633
23 F -3.3054 -0.3404 -0.3695
24 C -4.4528 -0.4937 1.8465
25 F -5.7906 -0.0846 1.9851
26 F -4.0697 -1.2366 2.9717
27 F -3.6855 0.7114 1.8941
28 C 3.4048 -5.8163 -0.1767
29 C 2.5532 -5.2750 -1.4179
30 F 4.7542 -6.0320 -0.6552
31 N 3.2545 -2.9885 0.5581
32 C 4.5080 -2.4258 -0.0483
33 C 2.5815 -2.0235 1.4583
34 C 3.0408 -1.6159 2.9264
35 O 1.5428 -1.4690 1.0049
36 H 6.2924 -0.3772 3.4031
37 H 7.8906 -0.5270 2.4862
38 H 6.3167 -0.3526 1.5731
39 H 7.3243 -3.3205 4.0690
40 H 5.9138 -2.2203 4.4282
41 H 4.3244 -3.9027 3.9575
42 H 5.7815 -5.0005 4.2206
43 H 5.2931 -5.9686 2.2108
44 H 6.0473 -4.5466 1.3508
45 H 2.2152 -6.2042 2.6707
46 H 2.1158 -4.5467 3.4380
47 H 0.2937 -5.8564 1.2930
48 H 0.8764 -4.1008 0.8249
49 H 2.9517 -6.7708 0.2844
50 H 3.2225 -4.7125 -2.1673
51 H 1.7217 -4.5400 -1.1303
52 H 2.0196 -6.1621 -1.9244
53 H 4.2703 -2.0097 -1.0951
54 H 5.3259 -3.2291 -0.2167
55 H 4.8894 -1.5477 0.5678
56 H 2.6967 -2.3891 3.7108
57 H 2.4579 -0.6570 3.1926
58 H 4.1447 -1.3427 3.0241
59 C -1.9252 4.0196 0.9334
60 O -1.2880 3.0432 1.7479
61 H -1.1688 4.6935 0.5325
62 H -2.4442 3.5269 0.1083
63 H -2.6352 4.5898 1.5334
64 H -1.9794 2.4627 2.0880
65 C -7.3784 -5.5204 2.9334
66 O -6.1349 -6.0713 3.3522
67 H -8.1864 -6.0544 3.4325
68 H -7.4214 -4.4631 3.2060
69 H -7.4851 -5.6321 1.8517
70 H -5.4381 -5.5812 2.8971
71 C 8.1850 1.3932 -0.5292
72 O 7.1838 1.3774 0.4801
73 H 8.9481 0.6559 -0.2788
74 H 7.7390 1.1391 -1.4943
75 H 8.6420 2.3847 -0.5780
76 H 6.5220 2.0369 0.2362
77 C -4.8173 4.5556 -1.2551
78 O -4.1794 5.3429 -0.2611
79 H -4.0840 3.8766 -1.6935
80 H -5.6229 3.9738 -0.7998
81 H -5.2194 5.2060 -2.0341
82 H -4.8532 5.9339 0.1090
83 C -3.5739 -8.5235 2.6612
84 O -4.5698 -8.5535 3.6675
85 H -2.8096 -9.2643 2.8986
86 H -4.0210 -8.7637 1.6925
87 H -3.1152 -7.5307 2.6246
88 H -5.2328 -7.8878 3.4318
89 C -9.1870 -5.4271 6.8326
90 O -8.9288 -4.5470 5.7477
91 H -10.2542 -5.4086 7.0535
92 H -8.8919 -6.4440 6.5615
93 H -8.6300 -5.1000 7.7141
94 H -7.9801 -4.5819 5.5729
95 C 8.4152 -2.9220 -2.0483
96 O 7.4681 -3.0653 -1.0004
97 H 7.9346 -2.4252 -2.8915
98 H 9.2569 -2.3162 -1.7038
99 H 8.7692 -3.9069 -2.3630
100 H 7.9216 -3.5067 -0.2691
101 C 5.0913 -3.3862 -4.9487
102 O 4.0717 -3.4198 -3.9581
103 H 5.8528 -4.1234 -4.6943
104 H 4.6652 -3.6293 -5.9248
105 H 5.5453 -2.3927 -4.9771
106 H 3.4117 -2.7602 -4.2057
107 C 9.1463 -1.1086 6.3293
108 O 8.4862 -2.2958 5.9097
109 H 8.4598 -0.5220 6.9397
110 H 10.0270 -1.3660 6.9225
111 H 9.4435 -0.5231 5.4556
112 H 9.1144 -2.7953 5.3730
113 C -0.1937 6.9282 -1.1741
114 O -1.4118 7.6389 -1.0146
115 H 0.6363 7.6292 -1.0843
116 H -0.1069 6.1649 -0.3974
117 H -0.1656 6.4598 -2.1617
118 H -2.1307 6.9965 -1.0980
119 C -4.5313 5.2371 -5.0661
120 O -4.9393 6.2375 -4.1412
121 H -5.4148 4.8141 -5.5411
122 H -3.8893 5.6834 -5.8290
123 H -3.9909 4.4471 -4.5377
124 H -4.1379 6.5943 -3.7363
125 C -5.1157 5.0219 -8.9077
126 O -5.0660 4.0920 -7.8335
127 H -5.1514 6.0312 -8.4974
128 H -4.2229 4.9158 -9.5291
129 H -6.0109 4.8442 -9.5084
130 H -5.0352 3.2091 -8.2230
131 C -7.5250 8.9035 -4.3249
132 O -6.2737 8.9267 -4.9935
133 H -8.2414 9.4921 -4.8991
134 H -7.8831 7.8730 -4.2480
135 H -7.4194 9.3365 -3.3270
136 H -5.6585 8.3984 -4.4648
137 C 11.5214 0.9710 1.4836
138 O 10.8573 -0.2153 1.0684
139 H 10.8364 1.5631 2.0908
140 H 12.4005 0.7127 2.0790
141 H 11.8220 1.5517 0.6080
142 H 11.4832 -0.7199 0.5344
143 C 10.4608 -5.6961 0.6960
144 O 9.2281 -4.9986 0.8290
145 H 11.2796 -4.9831 0.7888
146 H 10.5457 -6.4480 1.4839
147 H 10.5092 -6.1762 -0.2841
148 H 8.5216 -5.6514 0.7434
149 C -2.5297 7.6386 1.7562
150 O -3.1035 8.1718 2.9431
151 H -2.4681 8.4273 1.0085
152 H -1.5252 7.2639 1.9712
153 H -3.1580 6.8295 1.3774
154 H -3.1463 7.4543 3.5869
155 C -2.1625 2.8713 -6.3957
156 O -0.9106 2.8952 -7.0675
157 H -2.8810 3.4593 -6.9662
158 H -2.5186 1.8400 -6.3190
159 H -2.0517 3.3044 -5.3982
160 H -0.2950 2.3691 -6.5431
161 C -7.8299 6.9411 -0.9085
162 O -7.0644 6.6414 0.2534
163 H -7.2186 6.7538 -1.7921
164 H -8.7160 6.3014 -0.9390
165 H -8.1273 7.9916 -0.8901
166 H -7.6271 6.8152 1.0176
167 C -4.3270 -1.9262 -4.4941
168 O -5.2566 -2.0704 -3.4312
169 H -4.8182 -1.4184 -5.3241
170 H -3.4735 -1.3299 -4.1598
171 H -3.9868 -2.9114 -4.8236
172 H -4.8055 -2.5191 -2.7059
173 C -7.7627 11.4592 -1.0431
174 O -8.3997 10.1889 -1.0725
175 H -6.7386 11.3308 -0.6926
176 H -7.7494 11.8887 -2.0480
177 H -8.2973 12.1245 -0.3607
178 H -9.3022 10.3301 -1.3854

Computed properties:
maximum force: 0.093 hartree/bohr
net charge: +1
total energy: -133887.7535 eV